ORCA calculation (ωB97M-V with the def2-TZVPD basis set) on a 8-piece molecular cluster, C28H56O12 overall in a non-equilibrium geometry.

CARTESIAN COORDINATES (ANGSTROEM)
1 O 2.068 0.155 -0.212
2 C 2.935 -0.200 -1.018
3 O 2.866 -1.372 -1.623
4 C 2.100 -2.541 -1.155
5 C 2.239 -3.745 -2.002
6 C 4.110 0.687 -1.285
7 H 1.167 -2.176 -1.098
8 H 2.344 -2.812 0.005
9 H 1.483 -4.534 -1.642
10 H 3.261 -4.209 -2.119
11 H 1.993 -3.591 -3.044
12 H 4.488 1.287 -0.456
13 H 3.677 1.225 -2.076
14 H 4.921 0.059 -1.729
15 O 4.620 -0.166 1.917
16 C 3.809 0.245 2.614
17 O 3.735 1.504 3.130
18 C 4.679 2.399 2.589
19 C 4.576 3.672 3.369
20 C 2.662 -0.611 3.027
21 H 4.504 2.642 1.673
22 H 5.554 2.063 2.779
23 H 3.925 4.515 2.802
24 H 5.706 4.092 3.288
25 H 4.421 3.492 4.461
26 H 2.346 -0.214 4.005
27 H 3.013 -1.479 3.175
28 H 1.699 -0.494 2.423
29 O -1.706 3.692 2.514
30 C -0.422 3.354 2.431
31 O 0.659 4.214 2.484
32 C 0.282 5.497 2.434
33 C 1.579 6.211 1.937
34 C -0.010 1.984 2.170
35 H 0.014 6.071 3.351
36 H -0.553 5.536 1.601
37 H 2.164 5.757 1.093
38 H 2.275 6.295 2.775
39 H 1.443 7.154 1.750
40 H 1.125 1.984 2.326
41 H -0.332 1.622 1.117
42 H -0.456 1.216 2.933
43 O -2.670 -2.507 -3.884
44 C -3.867 -2.485 -4.078
45 O -4.478 -1.685 -5.035
46 C -3.781 -0.772 -5.928
47 C -4.654 -0.686 -7.205
48 C -4.779 -3.242 -3.120
49 H -2.735 -1.229 -6.138
50 H -3.944 0.133 -5.367
51 H -4.255 0.100 -7.771
52 H -5.541 -0.380 -6.877
53 H -4.867 -1.716 -7.648
54 H -4.089 -3.649 -2.474
55 H -5.246 -3.945 -3.470
56 H -5.480 -2.428 -2.657
57 C -1.020 -1.315 1.030
58 C -1.895 -1.148 -0.220
59 O -3.025 -1.975 -0.428
60 C -1.700 0.030 -1.074
61 H -1.244 -0.840 1.900
62 H 0.096 -0.904 0.930
63 H -1.049 -2.253 1.311
64 H -0.680 0.165 -1.416
65 H -1.988 0.927 -0.600
66 H -2.285 -0.109 -2.080
67 C 0.087 0.235 -4.367
68 C 0.035 1.100 -5.639
69 O -1.183 1.702 -6.038
70 C 1.283 1.299 -6.339
71 H 1.002 -0.493 -4.139
72 H -0.780 -0.186 -4.251
73 H 0.323 0.776 -3.498
74 H 2.023 1.162 -5.447
75 H 1.293 2.073 -6.875
76 H 1.511 0.400 -6.753
77 C -0.344 -4.464 3.856
78 C 0.959 -4.269 3.049
79 O 0.768 -3.852 1.759
80 C 2.302 -4.674 3.646
81 H -1.052 -5.230 3.655
82 H -0.846 -3.590 3.906
83 H -0.053 -4.624 5.079
84 H 2.486 -4.004 4.369
85 H 3.089 -4.633 2.908
86 H 2.269 -5.738 3.968
87 C -4.082 1.350 4.869
88 C -3.650 0.438 3.701
89 O -2.600 -0.486 3.925
90 C -4.277 0.576 2.444
91 H -3.880 0.742 5.751
92 H -5.180 1.593 4.954
93 H -3.762 2.305 4.755
94 H -4.109 -0.204 1.639
95 H -4.161 1.595 2.105
96 H -5.251 0.526 2.567

Calculated values
Energy, eV: -54500.0245
Highest occupied orbital energy, eV: -9.248
E_LUMO, eV: 0.49
Charge: 0
Structure (SMILES): CCOC(C)=O.CCOC(C)=O.CCOC(C)=O.CCOC(C)=O.CC(C)=O.CC(C)=O.CC(C)=O.CC(C)=O
Relative energy (zero: lowest compared OMol25 entry of this formula, charge and spin), kJ/mol: 1405.8
Gap between HOMO and LUMO, eV: 9.74